{"formula": "C3H2MgNaO3", "method": "ωB97M-V/def2-TZVPD", "largest_force_ev_per_a": 2.38, "spin_multiplicity": 2, "charge": 2, "orbital_gap_ev": [5.39, 7.16], "e_lumo_ev": [-9.5, -9.5], "e_homo_ev": [-14.872, -16.634], "elements": ["Mg", "Na", "O", "O", "O", "C", "C", "C", "H", "H"], "xyz": [[-3.42141, 1.64856, -1.80201], [3.85856, -2.85167, 2.20766], [1.89693, -1.20310, 1.11222], [-1.56921, 1.84422, -0.74891], [-0.88218, -0.27645, -0.80274], [1.18254, -0.93797, 0.19084], [0.07668, 0.04630, 0.17515], [-1.64429, 0.71481, -1.28148], [0.85773, 0.82752, -0.22692], [-0.35536, 0.18777, 1.17619]], "nbo_charge": [1.7349, 0.9973, -0.5646, -0.7731, -0.4846, 0.5719, -0.2476, 0.2518, 0.2644, 0.2495]}

=====

{"formula": "C45H106N10O10", "method": "ωB97M-V/def2-TZVPD", "largest_force_ev_per_a": 7.89, "spin_multiplicity": 2, "charge": -1, "orbital_gap_ev": [1.30, 8.29], "e_lumo_ev": [1.6, 1.6], "e_homo_ev": [0.302, -6.698], "elements": ["O", "O", "O", "O", "O", "O", "O", "O", "O", "O", "N", "N", "N", "N", "N", "N", "N", "N", "N", "N", "C", "C", "C", "C", "C", "C", "C", "C", "C", "C", "C", "C", "C", "C", "C", "C", "C", "C", "C", "C", "C", "C", "C", "C", "C", "C", "C", "C", "C", "C", "C", "C", "C", "C", "C", "C", "C", "C", "C", "C", "C", "C", "C", "C", "C", "H", "H", "H", "H", "H", "H", "H", "H", "H", "H", "H", "H", "H", "H", "H", "H", "H", "H", "H", "H", "H", "H", "H", "H", "H", "H", "H", "H", "H", "H", "H", "H", "H", "H", "H", "H", "H", "H", "H", "H", "H", "H", "H", "H", "H", "H", "H", "H", "H", "H", "H", "H", "H", "H", "H", "H", "H", "H", "H", "H", "H", "H", "H", "H", "H", "H", "H", "H", "H", "H", "H", "H", "H", "H", "H", "H", "H", "H", "H", "H", "H", "H", "H", "H", "H", "H", "H", "H", "H", "H", "H", "H", "H", "H", "H", "H", "H", "H", "H", "H", "H", "H", "H", "H", "H", "H"], "xyz": [[1.84419, 2.06614, 2.50007], [-1.14017, -3.75033, 0.50827], [0.39161, 5.72425, -0.98833], [6.62830, 0.81991, -3.01980], [7.81666, -1.32311, 0.50771], [-2.61830, 3.01040, -5.41936], [8.56601, 2.23977, 5.26833], [4.24036, -4.04869, 2.22837], [7.57289, 1.52720, 0.49404], [-5.28611, 2.09920, 4.52266], [1.19315, 3.68359, -1.22956], [2.00859, 1.64111, 1.23637], [7.87029, -0.84696, -2.52396], [-5.85229, 2.11560, 3.24701], [-3.49200, 2.30725, -4.58674], [9.50553, 2.51479, -0.22110], [-2.43171, -4.30045, 0.28347], [5.82334, -1.25335, -2.72853], [7.99990, 3.71807, 0.60278], [0.99645, 4.40712, 0.68711], [-8.07883, 1.46406, 3.94258], [4.27943, 0.76406, 1.79815], [-4.80443, -5.40259, -1.13182], [1.04169, 0.52629, 0.87163], [-1.77655, 2.50649, -2.72744], [3.38293, -5.10690, 2.04890], [-2.77737, -3.16963, -1.92097], [-3.80278, 0.91156, -2.54425], [-4.73022, 1.79273, -5.23144], [-1.74106, -6.55910, 0.98588], [-3.46830, -1.95882, 0.17427], [7.01220, 3.19790, 3.90942], [8.09795, 2.12389, 3.91549], [-1.82826, 0.34239, -4.12318], [3.46075, 1.66801, 0.85982], [-6.37853, 1.22598, 0.55905], [2.72323, -0.03028, -1.01041], [9.14045, -1.60570, 0.83081], [1.22069, -0.67544, 1.78121], [4.09778, 3.10502, 0.91945], [0.79123, 4.68045, -0.51703], [-6.93607, 1.03792, 3.04277], [-1.52778, -5.95204, -1.37485], [-4.85017, 2.40598, 2.15746], [3.60213, 1.11818, -0.58817], [8.30899, 2.55468, 0.25348], [-4.21379, 3.87796, 2.31024], [-6.46321, -0.33364, 3.52229], [-2.35774, -5.73556, -0.12089], [-3.71404, 1.37916, 2.12628], [9.26491, -1.43036, 2.32409], [-4.46283, 0.58626, -6.15112], [-7.47762, 1.10980, 1.61751], [1.25644, 0.26328, -0.71494], [-5.52450, 2.90389, -6.02171], [-3.32745, -3.39026, -0.47537], [-0.47775, 1.06818, 0.99692], [-5.66492, 1.27592, -4.17168], [-2.75820, 1.53593, -3.54465], [-4.77412, -3.99096, -0.55386], [-5.62015, 2.47125, 0.80715], [-5.08066, 0.34342, -3.14859], [-3.84118, -6.30545, -0.36767], [1.95296, -4.56794, 2.23119], [6.77069, -0.38602, -2.90382], [6.40866, 3.30641, 4.81057], [-7.16502, -1.16345, 3.43882], [-5.79352, 2.81622, 4.90997], [2.19251, 1.31512, 2.98612], [7.29464, 4.16790, 3.50024], [1.37425, 3.47498, 0.77927], [-6.40492, 3.21674, 0.67877], [7.66833, -0.37959, 0.60444], [4.65573, 0.84596, -0.65091], [5.19393, 0.32711, 1.39708], [9.11285, -0.42971, 2.72864], [-5.96515, 2.09619, -3.51966], [2.90078, -0.22778, -2.06756], [7.10938, 3.87720, 1.05196], [-2.15742, -0.67525, -4.33333], [-4.29669, -6.62994, 0.56792], [-3.07856, 1.55468, 1.25826], [-1.28106, 0.66441, -5.00917], [10.13451, 3.29281, -0.08266], [1.58777, -0.45991, 2.78466], [-0.70045, -6.24776, 1.07696], [-6.11974, -0.41728, 4.55338], [-4.92290, 4.68312, 2.11794], [9.88009, 1.67699, -0.64288], [1.12629, 5.10682, 1.40382], [6.24128, 3.07291, 3.14905], [-7.76797, 1.53870, 4.98464], [-1.72246, -2.92337, -2.04195], [-6.54227, 0.83468, -4.64459], [-2.88852, 1.56399, 2.81365], [3.99047, 3.47236, 1.94005], [-5.53831, -3.36536, -1.01509], [-2.86718, -3.95382, -2.67268], [4.87149, -0.92632, -2.64399], [-4.11695, 0.76818, -7.16864], [3.47396, -5.68038, 1.12645], [-5.84148, 0.29114, 0.39856], [-2.10073, 3.52581, -2.51768], [-6.83491, 1.28718, -0.42891], [-1.39073, 2.04465, -1.81862], [-0.84155, 2.57515, -3.28345], [-0.66595, 1.09549, 2.07021], [-3.33194, -2.38309, -2.43274], [-2.16073, -6.17617, -2.23349], [-8.02751, 0.24219, 1.25285], [-5.76018, 0.05213, -2.34766], [-4.37983, -5.39468, -2.13569], [-3.91565, 1.44109, -1.59823], [4.46331, 1.06868, 2.82844], [-0.92841, -3.73811, 1.44455], [-4.83765, -0.52895, -3.75522], [4.74503, -3.97206, 1.41532], [3.47916, 1.92042, -1.31577], [9.49350, -2.56877, 0.46214], [9.61578, -0.76613, 0.32358], [8.52755, -1.96535, 2.92257], [3.49293, 3.78682, 0.32161], [0.74440, -0.65136, -1.01382], [1.15953, -5.31488, 2.25645], [-3.76079, 4.05689, 3.28538], [-3.95079, 0.31538, 2.10606], [-3.30469, 3.92227, 1.71053], [-4.79725, 2.59009, 0.10230], [0.89128, 1.00911, -1.42098], [-4.29279, -1.50607, -0.37651], [-0.94526, -5.03919, -1.49915], [5.12234, 3.13409, 0.54859], [-4.94205, 3.40347, -6.79584], [-6.31865, 2.44139, -6.60781], [6.10229, -2.08092, -2.22117], [-3.42972, 0.03939, -2.00735], [1.82616, -3.81573, 1.45260], [-8.47724, 2.44676, 3.69024], [10.32136, -1.63779, 2.49436], [-0.91309, 0.34519, -3.53111], [-8.88101, 0.73672, 3.81775], [3.68623, -0.13487, 1.96585], [3.02413, -0.93621, -0.48423], [1.88737, -4.13128, 3.22774], [9.06231, 1.45457, 5.51071], [-5.75388, -5.93610, -1.08700], [-0.71716, 2.06792, 0.63457], [3.51097, -5.89937, 2.78627], [-3.88894, -7.18603, -1.00829], [-5.89505, 3.67406, -5.34523], [1.22121, 3.88741, -2.21839], [-1.70729, -7.63610, 0.82144], [8.64831, 4.48580, 0.50151], [8.50066, -0.05928, -2.47610], [-3.70635, -2.12939, 1.22419], [0.25053, -1.14367, 1.94752], [-1.22945, 0.51481, 0.43404], [-5.32072, -0.08610, -6.14312], [-2.16469, -6.32613, 1.96280], [-5.53209, -0.54445, 2.99630], [7.86222, -1.54507, -1.79412], [-5.13154, -3.96185, 0.47546], [-0.86930, -6.81298, -1.25970], [-2.55815, -1.39528, -0.03098], [8.80364, 2.43963, 3.14710], [-3.60680, -0.01958, -5.85404], [1.70995, 2.91872, -0.81971], [7.67728, 1.14597, 3.68139], [1.83524, -1.50460, 1.43063], [-8.16528, 1.95149, 1.53520], [-1.85787, 2.43076, -5.50523]], "lowdin_spin": [0.0024, 0.0008, 0.0006, 0.0107, 0.0048, 0.0002, 0.0160, 0.0074, 0.0208, 0.0001, 0.0003, 0.0004, 0.0081, 0.0000, 0.0000, 0.1146, 0.0001, 0.0049, 0.0615, 0.0003, 0.0000, 0.0028, 0.0001, 0.0001, 0.0001, 0.0088, 0.0004, 0.0000, 0.0000, 0.0007, 0.0001, 0.0252, 0.0421, 0.0013, 0.0006, 0.0000, 0.0046, 0.0310, 0.0015, 0.0095, 0.0010, 0.0000, 0.0015, 0.0000, 0.0014, 0.1093, 0.0000, 0.0001, 0.0001, 0.0001, 0.0239, 0.0001, 0.0000, 0.0009, 0.0000, 0.0001, 0.0001, 0.0000, 0.0000, 0.0000, 0.0000, 0.0000, 0.0001, 0.0029, 0.0094, 0.0012, 0.0000, 0.0000, 0.0004, 0.0148, 0.0000, 0.0000, 0.0011, 0.0009, 0.0017, 0.0035, 0.0000, 0.0018, 0.0110, 0.0002, 0.0000, 0.0000, 0.0003, 0.1488, 0.0007, 0.0002, 0.0000, 0.0000, 0.0465, 0.0005, 0.0015, 0.0000, 0.0004, 0.0000, 0.0001, 0.0014, 0.0000, 0.0001, 0.0011, 0.0000, 0.0028, 0.0000, 0.0000, 0.0000, 0.0000, 0.0001, 0.0001, 0.0000, 0.0001, 0.0000, 0.0000, 0.0000, 0.0000, 0.0013, 0.0002, 0.0000, 0.0053, 0.0007, 0.0035, 0.0167, 0.0015, 0.0014, 0.0005, 0.0002, 0.0000, 0.0000, 0.0000, 0.0000, 0.0001, 0.0000, 0.0007, 0.0030, 0.0000, 0.0000, 0.0063, 0.0000, 0.0009, 0.0000, 0.0062, 0.0003, 0.0000, 0.0006, 0.0021, 0.0005, 0.0036, 0.0000, 0.0000, 0.0004, 0.0000, 0.0000, 0.0005, 0.0001, 0.1229, 0.0128, 0.0001, 0.0002, 0.0000, 0.0000, 0.0001, 0.0000, 0.0020, 0.0000, 0.0003, 0.0000, 0.0272, 0.0000, 0.0000, 0.0019, 0.0003, 0.0000, 0.0000]}

=====

{"formula": "C30H42ClF7N11O6S3", "method": "ωB97M-V/def2-TZVPD", "largest_force_ev_per_a": 9.30, "spin_multiplicity": 1, "charge": 1, "orbital_gap_ev": 5.89, "e_lumo_ev": -6.3, "e_homo_ev": -12.235, "elements": ["Cl", "S", "S", "S", "F", "F", "F", "F", "F", "F", "F", "O", "O", "O", "O", "O", "O", "N", "N", "N", "N", "N", "N", "N", "N", "N", "N", "N", "C", "C", "C", "C", "C", "C", "C", "C", "C", "C", "C", "C", "C", "C", "C", "C", "C", "C", "C", "C", "C", "C", "C", "C", "C", "C", "C", "C", "C", "C", "H", "H", "H", "H", "H", "H", "H", "H", "H", "H", "H", "H", "H", "H", "H", "H", "H", "H", "H", "H", "H", "H", "H", "H", "H", "H", "H", "H", "H", "H", "H", "H", "H", "H", "H", "H", "H", "H", "H", "H", "H", "H"], "xyz": [[6.36189, -2.44252, 1.22313], [2.41616, -3.28465, -1.22286], [1.74230, 2.97211, -0.64187], [3.89305, -1.74199, -1.09660], [1.05701, -1.61982, 0.37389], [0.71118, -3.83675, 0.74277], [-1.04232, -0.44631, -1.17330], [-2.06624, -1.81957, -2.65649], [0.11274, -1.31282, -3.02386], [-1.57204, -3.04142, -0.20720], [-0.60626, -4.06043, -1.99127], [2.22219, -3.59086, -2.67745], [2.61666, 3.96435, 0.07119], [7.81671, -2.18521, -1.03157], [1.36433, 3.42507, -2.22860], [0.42179, 2.87168, 0.10841], [3.05559, -4.49036, -0.55564], [4.34174, 8.09366, 0.44948], [5.51251, 1.20108, 0.17787], [3.53589, 6.88342, 4.82427], [-4.90978, -8.65820, 5.06798], [-4.23114, -3.31071, -4.88942], [8.07832, 5.04800, 3.03634], [-7.29537, -0.39107, 3.98512], [-6.88779, -6.91482, -5.34186], [-4.83572, -3.25441, 3.27591], [-7.14330, -4.00868, -0.20034], [-2.11523, 2.98137, -3.46935], [-4.97486, -7.47853, 5.07583], [7.99497, 6.22548, 3.06797], [-7.03802, -5.94492, -4.68309], [3.59065, 1.05917, -1.83022], [-4.67545, -3.53015, -5.96292], [-4.47107, -4.26400, -0.44217], [5.74566, 2.03932, 0.98005], [2.50379, 6.39721, 2.39717], [-7.47288, -1.40307, 3.40042], [-5.05644, -5.98086, 5.08570], [-2.28128, 3.71404, -2.55607], [-3.66439, -3.37085, 3.16964], [-5.24070, -3.80941, -7.32324], [4.86600, 10.00112, 2.26117], [5.47113, -2.61086, -1.61760], [3.60591, -0.45771, -2.40590], [3.07927, 6.66893, 3.75455], [-0.81904, -1.58785, -2.00004], [6.67884, -2.37573, -0.56713], [7.88850, 7.71963, 3.10800], [-0.49903, -2.92089, -1.15948], [-2.49277, 4.64517, -1.39553], [-5.95730, -4.12299, -0.30789], [2.52019, 1.27464, -0.65342], [-2.17870, -3.51947, 3.03497], [4.57286, 8.93467, 1.24825], [6.04088, 3.09835, 1.99768], [-7.22843, -4.71333, -3.84938], [0.85142, -2.85899, -0.29334], [-7.69811, -2.68618, 2.65830], [-3.31832, 4.28789, -0.77797], [5.42100, 3.97683, 1.80942], [4.24763, 10.87849, 2.06540], [1.65505, 0.53863, -0.84696], [-6.98443, -3.43642, 2.99189], [3.11967, 6.87601, 1.63224], [-6.06431, -5.66532, 5.35989], [5.91780, 10.28683, 2.20540], [4.64970, 9.62892, 3.26457], [6.87638, 8.01095, 3.39349], [-4.21436, -4.52114, -1.47180], [5.81814, -2.13725, -2.60180], [8.11550, 8.13398, 2.12417], [2.58721, -0.60695, -2.93779], [5.82823, 2.71965, 2.99890], [7.09140, 3.38522, 1.94153], [8.59443, 8.12225, 3.83622], [0.97338, 2.62695, -2.65878], [-4.11109, -5.05155, 0.22237], [-1.82270, -4.30633, 3.70227], [-8.29012, -4.46864, -3.78738], [-4.81837, -5.58999, 4.09656], [-6.25181, -3.40520, -7.39487], [-1.92392, -3.78159, 2.00734], [1.48873, 6.79372, 2.33729], [-5.27428, -4.88649, -7.49640], [-6.69629, -3.87435, -4.29891], [-6.84675, -4.87679, -2.84062], [-8.71033, -3.05056, 2.84334], [-1.58682, 4.69153, -0.78847], [-2.72833, 5.64657, -1.75954], [4.41481, -0.46161, -3.23200], [-4.61571, -3.34418, -8.08718], [3.05226, 1.03557, 0.33679], [3.31110, 1.72053, -2.73570], [2.47670, 5.32189, 2.21285], [-4.34729, -5.57509, 5.80924], [-1.68701, -2.58079, 3.29625], [-3.98431, -3.32422, -0.17797], [-7.56982, -2.52384, 1.58810], [5.31465, -3.74093, -1.75484], [4.67611, 1.35482, -1.54758]], "lowdin_charge": [0.6605, 0.6929, 0.7450, 0.9937, 0.0610, 0.0820, 0.1070, 0.1034, 0.1024, 0.0724, 0.1262, -0.2915, -0.3224, 0.0559, -0.1793, -0.3495, -0.2923, 0.1233, 0.1110, 0.1011, 0.1082, 0.1125, 0.1256, 0.0952, 0.1085, 0.1742, 0.1381, 0.0993, -0.2522, -0.2012, -0.2530, -0.2624, -0.2490, -0.0663, -0.1557, -0.0741, -0.2686, -0.0832, -0.2474, -0.1975, -0.0564, -0.0574, -0.2579, -0.3221, -0.2537, -0.2990, -0.7225, -0.0546, -0.2068, -0.0566, -0.2171, -0.2308, -0.0447, -0.2300, -0.0522, -0.0702, -0.3205, -0.1155, 0.0833, 0.0803, 0.0839, 0.0887, 0.0131, 0.0087, 0.0814, 0.0759, 0.0734, 0.0613, 0.0765, 0.1266, 0.0825, 0.1130, 0.0925, 0.0385, 0.0854, 0.0866, 0.0797, 0.0867, 0.0836, 0.0308, 0.0831, 0.0450, 0.0857, 0.0800, 0.0393, 0.0439, 0.0785, 0.0634, 0.0817, 0.1329, 0.0792, 0.1115, 0.1324, 0.0551, 0.0778, 0.0865, 0.0579, 0.0324, 0.1364, 0.0789]}